ORCA calculation (ωB97M-V/def2-TZVPD) on an isolated molecule of C4H5NO in a non-equilibrium geometry.

Each line ends with the Mulliken charge.
Element x y z (Å)
O 0.996 -0.078 -1.541  -0.5047
C 0.701 0.475 -0.306  0.0703
C -0.715 0.868 -0.135  -0.7027
C -0.164 -0.212 0.769  -0.0602
C -0.717 -1.540 0.722  0.0776
N -1.198 -2.594 0.734  -0.4206
H 1.897 -0.425 -1.538  0.3296
H 1.495 1.080 0.131  0.3066
H -1.024 1.792 0.337  0.2488
H -1.340 0.515 -0.951  0.2785
H 0.069 0.120 1.779  0.3769

**HOMO-LUMO gap**: 10.784 eV
**Charge**: 0
**Electronic energy**: -285.36046 Eh



ORCA calculation (ωB97M-V/def2-TZVPD) on a 2-piece molecular cluster, C4H5NO overall in a non-equilibrium geometry.

Each line ends with the Mulliken charge.
Element x y z (Å)
C 0.838 0.835 -0.227  0.2131
C 1.521 -0.458 -0.228  0.6000
C 0.556 2.101 0.014  -0.7021
C -1.613 -1.605 0.157  -0.4969
N 0.235 -0.401 -0.494  -0.4177
O 2.527 -1.014 -0.133  -0.4706
H -0.463 2.410 0.210  0.2512
H 1.367 2.921 -0.040  0.2088
H -2.219 -0.990 -0.533  0.2750
H -1.356 -2.738 0.182  0.2854
H -1.392 -1.063 1.093  0.2538

**HOMO-LUMO gap (spin up / spin down)**: 8.033 / 6.761 eV
**Charge**: 0
**Electronic energy**: -285.19881 Eh



ORCA calculation (ωB97M-V/def2-TZVPD) on an isolated molecule of C4H5NO.

Each line ends with the Mulliken charge.
Element x y z (Å)
N -0.799 -0.207 1.211  -0.0255
C -0.672 1.153 1.215  -0.3268
C -0.553 -1.027 0.096  -0.2657
C 0.258 -0.585 -0.860  -0.3747
C 0.898 0.745 -0.627  -0.3262
O 0.070 1.600 0.211  -0.1530
H -1.410 -0.563 1.929  0.2567
H -1.116 -1.953 0.048  0.3594
H 0.436 -1.138 -1.774  0.3432
H 1.040 1.304 -1.556  0.2799
H 1.870 0.662 -0.123  0.2328

**HOMO-LUMO gap**: 9.494 eV
**Charge**: 0
**Electronic energy**: -285.32931 Eh



ORCA calculation (ωB97M-V/def2-TZVPD) on C4H5NO as an isolated structure in a non-equilibrium geometry.

Each line ends with the Mulliken charge.
Element x y z (Å)
N -3.302 0.628 0.450  -0.3707
C -2.299 0.236 0.029  0.1565
C -1.030 -0.281 -0.490  -0.1195
C 0.159 0.413 0.093  -0.4638
C 2.101 -0.089 0.278  -0.5250
O 1.266 0.379 -0.669  -0.2851
H -1.014 -0.162 -1.584  0.2429
H -1.002 -1.363 -0.299  0.2421
H 0.191 0.866 1.072  0.5112
H 3.088 0.363 0.311  0.3018
H 1.843 -0.990 0.808  0.3097

**HOMO-LUMO gap (spin up / spin down)**: 8.563 / 8.730 eV
**Charge**: 0
**Electronic energy**: -285.25319 Eh



> What is the charge in the fourth record?

0